Molecular formula: C34H41N7O4STl
Method: DFT, ωB97M-V/def2-TZVPD

XYZ file:
```
88
Properties=species:S:1:pos:R:3:forces:R:3:mulliken_charge:R:1
Tl 0.221 -0.163 1.226 0.05 -0.14 -0.37 1.101
C -1.723 0.753 4.477 -0.08 0.13 0.00 -1.783
N -0.680 1.417 3.718 -0.14 0.23 0.13 0.905
C -1.148 2.497 2.869 -0.05 0.06 0.11 -1.212
C -2.203 2.040 1.887 -0.33 0.08 0.03 1.259
C -2.967 2.954 1.172 0.06 -0.13 0.05 -1.308
C -3.901 2.477 0.266 0.08 0.00 0.15 -0.271
C -4.099 1.111 0.161 0.00 -0.03 0.15 -0.533
C -3.307 0.278 0.936 -0.49 -0.01 -0.10 -0.657
N -2.368 0.727 1.754 0.08 0.07 0.25 0.163
C 0.441 1.796 4.562 0.01 -0.01 -0.08 -0.909
C 1.749 1.826 3.816 0.04 0.32 0.08 0.255
C 2.377 3.015 3.467 0.00 -0.04 -0.05 -0.672
C 3.605 2.959 2.825 0.02 -0.10 -0.04 -0.465
C 4.166 1.722 2.560 -0.10 0.16 0.00 -0.494
C 3.451 0.595 2.930 0.19 -0.05 -0.07 -0.167
N 2.282 0.641 3.542 -0.10 -0.28 0.28 -0.144
C -1.576 -0.750 4.461 -0.22 -0.19 0.20 0.862
C -2.474 -1.552 5.168 0.08 -0.06 -0.04 -1.092
C -2.313 -2.926 5.134 0.04 0.11 0.01 -0.322
C -1.259 -3.464 4.409 -0.02 0.06 -0.02 -0.912
C -0.425 -2.585 3.738 -0.10 -0.29 0.14 -0.128
N -0.581 -1.272 3.765 0.03 0.24 0.12 0.129
H -1.740 1.092 5.528 0.00 0.03 -0.10 0.595
H -2.696 1.000 4.048 0.06 -0.06 0.16 0.534
H -1.554 3.351 3.454 0.16 -0.12 -0.15 0.385
H -0.288 2.864 2.296 -0.01 0.12 0.07 0.166
H -2.817 4.015 1.303 0.07 0.13 -0.03 0.442
H -4.450 3.167 -0.356 -0.10 0.09 -0.07 0.391
H -4.810 0.694 -0.534 -0.02 -0.05 -0.06 0.418
H -3.415 -0.796 0.894 0.00 -0.10 -0.16 0.451
H 0.269 2.773 5.049 -0.02 -0.08 0.04 0.372
H 0.540 1.030 5.334 0.00 0.09 -0.01 0.470
H 1.920 3.968 3.696 -0.08 0.03 0.03 0.371
H 4.111 3.866 2.533 0.06 0.10 -0.01 0.401
H 5.122 1.630 2.071 0.08 -0.02 -0.10 0.410
H 3.833 -0.398 2.734 0.11 -0.06 -0.10 0.335
H -3.282 -1.102 5.727 -0.06 0.05 0.03 0.451
H -2.996 -3.570 5.672 -0.04 -0.03 0.01 0.402
H -1.097 -4.530 4.359 0.03 -0.06 -0.02 0.410
H 0.413 -2.933 3.150 0.09 -0.17 -0.09 0.432
O -2.724 3.714 -4.677 -0.18 -0.41 -0.54 -0.714
C -2.429 4.203 -3.584 0.41 -0.53 0.54 0.150
O -2.548 5.358 -3.154 -0.02 0.57 0.31 -0.730
C -1.781 3.206 -2.556 -0.13 0.23 -0.27 0.080
C -0.829 3.664 -1.650 -0.01 0.06 -0.01 -0.927
C -0.292 2.784 -0.735 0.16 0.04 -0.01 -0.970
N -0.661 1.510 -0.650 -0.07 -0.29 -0.07 0.727
C -1.567 1.048 -1.516 0.09 0.01 0.01 2.011
C -2.125 1.862 -2.497 0.00 0.11 0.00 -1.135
C -1.938 -0.442 -1.427 0.03 -0.02 -0.30 -0.190
O -2.868 -0.838 -2.132 -0.32 0.11 -0.23 -0.850
O -1.220 -1.172 -0.684 0.39 -0.01 0.45 -0.796
H -0.527 4.700 -1.671 -0.04 0.12 -0.01 0.461
H 0.483 3.091 -0.037 0.01 0.08 0.00 0.432
H -2.833 1.453 -3.203 -0.02 -0.05 0.00 0.556
C -1.178 -2.627 -5.092 0.05 0.18 -0.16 -0.984
C -0.232 -1.635 -5.759 0.17 -0.14 0.12 -0.686
C 0.867 -1.141 -4.820 -0.23 0.18 -0.10 -0.055
C 0.296 -0.218 -3.740 0.15 -0.43 -0.30 -0.304
N 1.309 0.232 -2.807 -0.26 0.04 0.14 0.256
C 1.800 -0.461 -1.768 0.40 0.08 -0.52 -0.601
S 2.940 0.285 -0.788 0.55 0.40 0.40 -0.236
N 1.446 -1.754 -1.637 -0.39 0.30 -0.09 0.420
C 1.892 -2.580 -0.537 0.17 -0.54 0.15 -0.645
C 2.665 -3.821 -0.999 0.12 0.27 0.17 -0.975
C 4.081 -3.531 -1.500 -0.20 -0.09 -0.13 -0.397
C 4.103 -2.895 -2.883 0.16 -0.01 0.16 -0.913
H -1.905 -2.991 -5.814 -0.12 -0.11 -0.02 0.414
H -1.728 -2.168 -4.274 -0.12 0.00 0.16 0.165
H -0.622 -3.480 -4.705 0.03 -0.13 0.07 0.238
H -0.802 -0.776 -6.117 -0.02 0.05 -0.13 0.354
H 0.234 -2.111 -6.626 -0.04 0.08 -0.03 0.391
H 1.625 -0.596 -5.388 0.06 0.01 0.05 0.335
H 1.358 -1.994 -4.347 0.11 -0.05 0.01 -0.103
H -0.504 -0.733 -3.206 0.00 0.13 -0.11 -0.787
H -0.140 0.666 -4.207 -0.06 -0.04 0.10 0.734
H 1.563 1.208 -2.818 0.00 -0.12 0.11 0.321
H 0.526 -1.986 -1.995 -0.01 0.00 0.04 0.178
H 1.016 -2.901 0.038 0.04 0.12 -0.06 0.205
H 2.540 -1.968 0.099 -0.20 -0.12 -0.03 0.434
H 2.100 -4.328 -1.783 -0.09 -0.13 -0.03 0.333
H 2.727 -4.498 -0.143 -0.07 -0.07 0.02 0.366
H 4.639 -4.473 -1.531 0.03 0.06 0.05 0.364
H 4.583 -2.868 -0.793 0.06 -0.03 0.08 0.215
H 3.579 -3.525 -3.600 -0.09 -0.06 -0.14 0.262
H 5.126 -2.765 -3.225 0.13 0.03 -0.11 0.393
H 3.628 -1.922 -2.863 0.00 0.13 -0.11 0.161
```
Positions in Å, forces in eV/Å.

Calculated values
HOMO = -5.1 eV
Kohn-Sham gap = 0.2603 Eh
Electronic energy = -70077.33968 eV
Charge = -1



Molecular formula: C34H41N8ORuS
Method: DFT, ωB97M-V/def2-TZVPD

XYZ file:
```
86
Properties=species:S:1:pos:R:3:forces:R:3:mulliken_spin:R:1
Ru 1.185 0.131 1.045 -0.63 0.84 0.27 0.190
O -2.109 -2.046 2.001 -0.03 0.17 0.17 -0.002
C -1.174 -1.234 1.935 0.14 -0.47 -0.34 0.002
N -0.045 -1.358 1.246 -0.73 -0.83 0.28 0.011
C 0.185 -2.544 0.468 -0.05 0.13 0.00 0.009
C 0.984 -2.198 -0.765 -0.17 0.20 0.21 0.002
C 1.152 -3.111 -1.797 -0.04 -0.12 -0.19 0.003
C 2.000 -2.815 -2.848 -0.05 0.07 0.21 0.001
C 2.676 -1.603 -2.823 0.05 0.01 -0.28 0.001
C 2.444 -0.736 -1.777 -0.11 0.22 0.03 0.007
N 1.594 -0.996 -0.780 0.84 -0.88 0.38 0.004
C -1.177 0.051 2.710 -0.06 0.37 -0.03 -0.008
C -2.008 0.218 3.803 -0.26 -0.09 -0.08 0.004
C -1.857 1.331 4.609 0.15 0.12 -0.03 -0.004
C -0.881 2.261 4.276 -0.21 0.05 0.03 0.003
C -0.115 2.048 3.148 -0.04 0.20 -0.28 0.001
N -0.249 0.971 2.367 0.87 -0.77 0.93 0.003
H -0.759 -3.038 0.227 0.03 -0.06 -0.12 -0.002
H 0.793 -3.257 1.044 -0.02 -0.05 -0.02 0.003
H 0.634 -4.060 -1.755 -0.01 0.01 0.04 0.000
H 2.155 -3.524 -3.650 0.00 0.01 -0.01 0.000
H 3.385 -1.339 -3.596 -0.01 0.02 0.02 0.000
H 2.969 0.209 -1.710 0.02 0.01 0.00 -0.001
H -2.734 -0.556 4.010 0.04 -0.01 -0.03 0.000
H -2.468 1.471 5.491 -0.02 -0.04 -0.01 0.000
H -0.710 3.140 4.882 0.01 -0.01 -0.03 0.000
H 0.635 2.767 2.846 0.09 -0.07 0.03 0.000
N 2.566 -0.525 2.226 0.34 0.64 -1.43 0.506
C 2.598 -1.002 3.473 -0.78 -0.22 0.62 -0.107
C 1.452 -1.241 4.298 0.28 0.06 -0.18 0.171
C 1.573 -1.714 5.588 0.06 -0.03 0.06 -0.117
C 2.826 -1.977 6.138 -0.02 0.00 0.00 0.201
C 3.964 -1.760 5.360 0.01 -0.02 0.04 -0.106
C 3.863 -1.293 4.068 -0.10 0.10 -0.18 0.184
H 0.479 -1.055 3.876 0.00 -0.04 0.07 0.040
H 0.680 -1.886 6.179 0.00 0.00 -0.02 -0.003
H 2.916 -2.348 7.151 0.00 0.01 -0.02 0.016
H 4.944 -1.964 5.778 -0.01 0.00 -0.01 -0.005
H 4.745 -1.121 3.462 -0.01 -0.02 0.01 0.007
C -2.783 0.998 -5.663 0.10 0.11 -0.02 0.000
C -1.742 2.103 -5.456 -0.10 -0.10 0.16 0.000
C -1.278 2.282 -4.007 0.04 -0.08 -0.12 0.000
C -0.343 1.198 -3.471 -0.18 0.11 0.05 0.002
N -0.985 -0.076 -3.211 0.01 -0.06 0.08 0.000
C -1.679 -0.372 -2.080 0.08 0.01 0.01 -0.001
S -1.707 0.622 -0.730 0.11 0.31 -0.21 0.002
N -2.314 -1.560 -2.119 -0.03 -0.06 -0.05 -0.001
C -3.238 -2.059 -1.110 -0.15 0.04 0.04 0.000
C -4.696 -1.757 -1.449 0.07 0.00 -0.09 0.000
C -5.142 -2.234 -2.833 -0.02 -0.11 0.09 0.000
C -4.924 -3.729 -3.065 -0.01 0.13 -0.02 0.000
H -3.244 1.088 -6.647 0.00 -0.04 0.01 0.000
H -3.571 1.064 -4.910 0.00 -0.02 -0.01 0.000
H -2.340 0.003 -5.603 -0.04 -0.02 0.00 0.000
H -2.178 3.048 -5.784 0.03 0.00 -0.05 0.000
H -0.875 1.912 -6.096 0.00 0.07 -0.04 0.000
H -2.143 2.343 -3.343 0.02 0.04 0.03 0.000
H -0.747 3.235 -3.925 -0.01 -0.01 0.01 0.000
H 0.059 1.537 -2.519 0.11 -0.04 0.03 0.000
H 0.483 1.023 -4.166 0.01 -0.03 0.03 0.000
H -1.061 -0.717 -3.983 0.02 -0.04 0.01 0.000
H -2.318 -2.050 -3.001 0.03 -0.01 -0.01 0.000
H -2.981 -1.609 -0.155 0.08 -0.08 0.01 0.000
H -3.081 -3.135 -1.013 0.04 0.00 -0.01 0.000
H -4.855 -0.679 -1.370 -0.01 -0.01 0.05 0.000
H -5.313 -2.238 -0.685 -0.01 0.05 0.02 0.000
H -4.627 -1.658 -3.609 -0.02 0.01 -0.01 0.000
H -6.205 -2.010 -2.944 0.01 0.04 -0.05 0.000
H -3.861 -3.986 -3.096 -0.03 -0.04 0.02 0.000
H -5.365 -4.045 -4.011 0.02 -0.03 0.01 0.000
H -5.382 -4.312 -2.264 0.03 -0.02 -0.02 0.000
N 2.802 3.800 -0.408 0.00 0.05 -0.13 0.002
C 2.173 2.595 -0.470 0.09 0.18 0.16 -0.006
N 2.278 1.918 0.642 0.02 0.16 -0.30 -0.001
C 3.025 2.716 1.499 0.15 0.15 0.10 0.010
C 3.430 2.491 2.813 0.02 -0.01 0.10 -0.019
C 4.158 3.490 3.429 -0.05 -0.09 0.06 -0.001
C 4.483 4.685 2.770 0.01 0.08 -0.11 0.000
C 4.090 4.920 1.466 0.06 0.01 0.05 0.001
C 3.359 3.911 0.850 -0.09 -0.17 0.03 0.003
H 2.825 4.490 -1.137 0.00 -0.01 -0.03 0.000
H 1.632 2.267 -1.342 -0.01 -0.01 0.01 -0.006
H 3.180 1.564 3.310 0.02 0.01 -0.04 0.007
H 4.488 3.346 4.450 0.00 0.01 -0.01 0.000
H 5.057 5.440 3.291 -0.01 -0.02 0.01 0.000
H 4.344 5.838 0.952 -0.01 0.00 0.02 0.000
```
Positions in Å, forces in eV/Å.

Calculated values
2S+1 = 2
HOMO (spin up / spin down) = -5.4 / -5.7 eV
Kohn-Sham gap (spin up / spin down) = 0.2085 / 0.2189 Eh
Electronic energy = -63309.98434 eV
Charge = 0